Molecular formula: C46H78Br2F3LiMgN3O16S
Method: DFT, the ωB97M-V functional and the def2-TZVPD basis

Last column: Mulliken charge in e.
Positions of all 151 atoms, in Å:
Br 3.082507 -2.459435 -3.014995  -0.0026
Br 5.800646 -4.397049 -1.456646  -0.1508
S -0.056085 -5.133088 7.032961  1.3900
Mg -3.128363 4.470760 3.242938  -0.0062
F 0.723149 -5.142378 9.534766  -0.2245
F -0.175782 -6.993317 8.877725  -0.2277
F 1.830381 -6.485101 8.255197  -0.2223
O 1.201632 -0.841367 0.163598  -0.6086
O 9.107593 -0.270257 0.749749  -0.5338
O 3.270501 2.495308 1.728143  -0.3814
O 1.214611 -1.732636 -6.659251  -0.3281
O -4.113057 -2.779741 2.877705  -0.6039
O -2.485111 2.865308 -7.799492  -0.5962
O 1.851473 -2.904055 0.790083  -0.5304
O -0.693822 5.770591 -3.384972  -0.3093
O 0.367791 7.248168 -2.045178  -0.5545
O 9.614088 0.938312 2.463017  -0.5243
O -0.113534 -6.166817 6.015121  -0.7377
O -1.273155 5.942271 -1.234472  -0.3266
O -1.825833 4.948874 -7.312154  -0.3361
O 0.897357 -4.083254 6.743413  -0.7245
O 1.683642 6.561516 2.423362  -0.4502
O -1.352235 -4.654827 7.449742  -0.8030
N -5.569808 0.845208 3.049452  0.1047
N 2.933939 4.981650 -0.080332  -0.2234
N 8.934830 0.668766 1.498219  0.8942
C -1.461794 -5.025227 2.017216  0.1754
C 2.090346 -6.290228 0.398087  -0.4103
C -4.529559 0.982487 4.024430  0.4303
C -0.906156 -2.115311 -1.480027  -0.8510
C -0.335754 -3.655864 0.553065  -1.2189
C -1.446933 -2.837902 -2.702607  -1.1679
C -0.445867 6.404640 -2.210482  0.5972
C -2.427849 4.308717 -4.280556  -1.4111
C 2.764613 6.414983 0.184526  -0.3249
C -0.314212 -1.999576 -4.804427  -0.3930
C -1.081966 -6.149246 2.733658  0.7182
C -1.676668 3.739162 -7.908819  0.5474
C 0.375869 4.905290 -8.150550  -0.5211
C 7.780973 1.559553 1.191521  -0.7736
C -2.284808 5.158382 -1.878660  -0.4565
C 4.236663 -2.004204 -1.507041  -0.1557
C -1.250321 -6.126291 4.042452  -0.4114
C -0.380399 -3.123841 -3.746144  -0.5533
C -0.394687 3.713413 -8.720136  -0.3769
C 1.370739 -4.849129 3.467725  -0.9602
C 0.217996 -2.561057 -6.104442  -0.7944
C 2.072807 1.889955 1.310409  -0.4216
C -1.734027 -5.106336 4.656049  -1.9246
C -1.284235 -4.792234 0.538760  -0.7016
C 4.158898 2.944689 0.732771  -0.4320
C 1.082384 -2.019312 0.062655  -0.3143
C 1.569127 -5.217749 0.668568  -1.3223
C -1.559796 4.650715 -3.100762  0.6480
C 5.646237 -2.478132 -1.730285  -0.5647
C 4.123211 4.442515 0.564439  -0.1032
C -2.139052 -4.011761 3.950418  -0.6145
C 1.015912 -3.986416 1.143544  2.8036
C 0.871750 -3.998907 2.619057  -1.3991
C 1.549254 5.196509 2.780243  -0.3274
C -0.485644 -7.323137 2.112604  -1.3992
C -5.198927 0.054043 1.888084  -0.5671
C 0.618327 -5.985884 8.508636  0.5249
C 2.820851 6.889969 1.633780  -0.6331
C -5.639449 3.199041 1.965346  0.1052
C -0.750611 5.828590 -7.703282  -0.3877
C -5.009058 1.577843 5.333338  -1.9377
C 0.110420 -2.902216 -0.701446  0.2823
C 2.057936 -2.490905 -7.514383  -0.7887
C -4.097004 0.632819 0.991523  -0.6792
C -6.338793 2.007899 2.646632  -0.8134
C -1.977506 -4.020239 2.643735  -0.7392
Li -6.443778 1.659252 7.108105  0.9797
H 2.578938 -1.818181 -8.166089  0.2475
H 4.016180 2.412464 -0.214783  0.4545
H -4.451888 1.470353 0.396040  0.2260
H 3.527028 6.948039 -0.391926  0.4843
H -4.869872 -0.951528 2.205265  0.0020
H -1.816839 4.022654 -5.129535  0.1339
H -4.196126 1.567802 6.067269  0.6237
H -6.907145 2.381651 3.506315  0.3766
H 3.744732 6.587678 2.141737  0.3653
H -3.761487 -0.128138 0.294108  0.2580
H 0.566561 -7.303118 2.350279  0.1990
H -6.323332 4.049560 1.939815  0.4720
H -0.946984 -6.952909 4.644763  0.6262
H 2.407831 -7.252447 0.162409  0.5794
H 1.307072 2.612622 0.996063  0.0960
H -5.841536 0.973135 5.723261  0.1950
H 0.132678 2.774447 -8.577928  0.2750
H -4.131635 -0.011028 4.241205  -0.0272
H -7.098540 1.646756 1.955413  0.3910
H 1.058649 5.372864 -8.855885  0.3584
H -4.708524 3.639407 2.402881  -0.8260
H 0.374492 -1.266587 -4.418266  0.2723
H -2.267945 -3.168036 2.098171  1.6520
H 0.615265 -3.215052 -3.341237  -0.0747
H 2.840046 7.980657 1.610148  0.3966
H -0.517879 -1.145922 -1.729743  0.6585
H 0.649138 -3.533810 -5.903155  0.4660
H 0.956149 4.584233 -7.284804  0.2324
H 4.988807 4.738573 -0.038623  0.3022
H -3.220436 0.953205 1.559211  0.2279
H 3.785948 -2.436635 -0.621693  0.0335
H 0.885351 5.139606 3.644610  0.3625
H 2.734061 -3.079914 -6.913599  0.2803
H 0.749697 -3.556910 -1.268001  1.0456
H -3.098538 3.483467 -4.039847  0.4309
H 7.937569 1.968104 0.198151  0.3103
H 4.202634 -0.918891 -1.439171  0.2691
H 4.259157 4.850390 1.572236  0.1181
H -5.333953 2.621994 5.223936  0.6533
H 2.097255 4.494373 0.209866  0.1758
H 5.158949 2.697982 1.098946  -0.0735
H -3.675753 1.585945 3.659268  0.1235
H -1.905147 -3.749685 -2.355582  0.2900
H -0.964059 -5.649529 -0.018138  0.3809
H 6.007462 -2.272037 -2.731493  0.4118
H 1.801002 6.720257 -0.224907  -0.0943
H -3.131501 5.809268 -2.109628  0.3370
H -2.569759 -3.148363 4.422271  0.7616
H -0.469030 6.448348 -6.855713  0.3048
H -3.513850 -2.159782 3.321318  0.0414
H -1.108524 6.472361 -8.508509  0.2735
H 1.452477 -3.178517 -8.083994  0.3506
H 7.745568 2.347229 1.933985  0.3548
H -0.640775 -4.039781 -4.255924  0.5900
H -0.931646 3.790720 -2.848466  0.2447
H -5.411988 2.936415 0.935008  0.2913
H -1.746973 -1.983347 -0.809878  0.0515
H -2.618533 4.351151 -1.229163  0.2277
H 1.536514 -4.481563 4.464275  0.4074
H -0.595914 -2.723630 -6.800383  0.2993
H 6.883092 0.950718 1.227392  0.2731
H 1.063757 4.651364 1.962889  -0.0522
H 2.254897 1.179812 0.506900  0.2984
H 0.224352 -3.230871 3.001293  0.8871
H -3.022981 5.165881 -4.594933  0.3532
H 2.502058 4.734150 3.049150  0.2720
H -0.670897 -2.853744 1.189343  0.8196
H -0.645308 3.849766 -9.772718  0.2669
H 1.682810 1.340731 2.166156  0.2457
H -6.100844 -0.122827 1.293069  0.4636
H -1.301190 -1.594181 -4.921130  0.3549
H 6.318166 -2.027808 -1.003362  0.3350
H -2.208512 -2.227918 -3.155999  0.6723
H -1.837020 -5.083079 5.715459  1.3357
H -2.222662 -4.483790 0.106520  0.4164
H 1.566010 -5.875743 3.251419  0.3355
H -0.868658 -8.244222 2.518196  0.5269
H -0.565752 -7.345330 1.047181  0.3544

Cartesian forces, eV/Å:
Br 0.1237 0.0442 0.1574
Br -0.0157 0.0076 -0.0678
S 1.2204 0.6064 0.5856
Mg 1.1214 0.6319 0.5518
F -0.0324 0.1011 0.0193
F -0.0971 -0.0558 -0.0484
F -0.0005 0.0091 -0.1038
O 0.0593 -0.1221 -0.3685
O -0.0107 -0.0643 -0.0376
O -0.1028 0.0216 0.3988
O 0.0175 0.1459 -0.1723
O 0.2242 -0.3745 0.4799
O -0.0600 0.0431 0.2375
O 0.4396 1.1972 0.5991
O 0.0364 -0.0858 0.3019
O 0.1585 0.1552 -0.0567
O 0.0275 -0.0294 -0.0040
O 1.5964 -0.5549 1.9106
O -0.0976 -0.0590 -0.0882
O 0.1677 0.0476 -0.1142
O 0.0304 -0.1431 -0.1046
O 0.1023 -0.0923 0.1028
O -0.4691 0.0220 0.4071
N -0.5903 -0.3048 -0.5277
N -0.0171 -0.0365 0.2193
N -0.0397 0.0815 0.0210
C 0.0549 -1.7790 -3.8212
C -1.7310 3.1283 0.7207
C 0.2285 0.1482 -0.2832
C -0.6541 -0.6212 0.1411
C 0.9893 1.0415 -2.0845
C 0.9086 0.0066 0.4156
C -0.0881 -0.0797 -0.1092
C 0.0488 0.2456 -0.1099
C -0.1948 -0.1169 -0.1200
C 0.3799 -0.9846 0.5430
C 0.7964 -1.1646 -4.4602
C -0.0669 -0.1740 -0.4060
C -0.0290 -0.1087 -0.1119
C -0.0323 0.1518 0.1120
C 0.0108 -0.1747 0.2460
C -0.0054 0.1811 -0.1954
C 0.5058 -3.5632 2.7843
C -0.7646 0.5675 -0.7527
C 0.2877 0.3577 0.4168
C 0.6454 -0.7249 1.7164
C 0.3118 0.3088 0.2504
C 0.0163 -0.0466 -0.0737
C -2.3435 1.5698 3.2880
C -0.3327 -0.1876 0.5208
C 0.1751 -0.0345 -0.1693
C 0.3033 -0.4056 -0.4580
C 1.7968 -3.2918 -0.9441
C -0.3261 -0.0718 -0.2992
C 0.0808 -0.1769 0.1837
C -0.0435 0.0931 -0.1455
C -2.0656 2.2123 2.8681
C -0.4181 -0.6249 0.2567
C -0.0546 0.4757 -0.7331
C -0.1950 0.3517 -0.1575
C -0.2490 -0.1072 -0.3426
C 0.4487 -0.6028 -0.2203
C 0.1362 -0.0698 0.2184
C -0.0456 0.2435 0.0267
C -0.0364 0.3164 -0.3446
C 0.1813 0.0634 -0.0149
C 0.0908 0.5418 0.5625
C 0.1572 0.7903 0.4344
C -0.7177 0.1786 0.5265
C -0.0558 -0.0544 -0.0524
C 0.0457 0.6240 0.7220
C -1.1432 2.9136 -2.5946
Li -0.0266 0.2779 0.3147
H 0.3377 0.2906 -0.2673
H -0.1835 0.0125 -0.0268
H 0.1479 -0.0809 -0.0055
H 0.0531 0.0752 0.1037
H -0.1390 0.1714 0.1786
H -0.0098 -0.1209 -0.0014
H 0.0273 -0.0179 -0.0407
H 0.0908 0.0137 0.0810
H -0.1263 -0.0642 0.0534
H 0.0555 -0.1846 -0.0994
H 0.6343 -0.1454 0.1639
H -0.1529 -0.0359 -0.0394
H -0.0792 -0.5559 -0.2424
H 0.5644 -0.8991 -0.3417
H 0.0977 0.0118 -0.0624
H 0.0237 -0.5994 -0.7326
H -0.1795 -0.1226 -0.1607
H -0.0194 -0.0613 -0.0948
H -0.0440 -0.0063 -0.0058
H -0.0459 0.0560 -0.0248
H -1.2816 -1.2007 -0.3029
H 0.1171 0.6654 -0.1248
H -0.1801 0.7464 -0.5017
H 0.1205 -0.3912 0.2889
H -0.0642 0.0136 0.0029
H 0.2759 0.5251 -0.1484
H 0.2683 -0.4599 0.0825
H 0.0063 0.0335 0.0257
H 0.0688 0.0392 0.0786
H -0.0163 0.0386 0.0166
H 0.0351 -0.0591 0.0451
H 0.0279 0.1257 0.0191
H 0.5333 -0.2174 0.1770
H 0.1084 -0.2978 -0.7588
H 0.0358 -0.0264 0.0429
H -0.0269 -0.0926 -0.0611
H 0.0169 0.0116 -0.0246
H 0.1819 -0.0640 -0.0740
H -0.0079 -0.0509 -0.0932
H 0.1356 -0.0910 0.0992
H 0.0488 -0.0374 -0.0604
H -0.0686 0.0506 0.2720
H -0.3017 -0.5129 0.0249
H 0.4992 -0.3387 -0.2821
H -0.0254 0.0319 -0.0386
H 0.0583 0.0157 -0.0471
H 0.0094 -0.0490 -0.1770
H 0.4733 0.0838 0.5545
H -0.1745 -0.0325 0.1003
H -0.3419 0.2043 -0.1319
H -0.0219 -0.0331 -0.0254
H -0.1532 -0.2659 -0.5685
H 0.0556 -0.0126 0.0570
H 0.0226 -0.4514 -0.1304
H 0.0920 0.0955 0.1151
H 0.0627 0.2901 0.0139
H -0.3595 0.5000 0.2848
H 0.1132 0.0801 0.1583
H -0.4634 -0.4544 0.7351
H -0.2714 -0.0123 -0.4630
H 0.0080 -0.0488 -0.0869
H 0.1464 -0.2072 0.1315
H -0.0634 0.0039 -0.0923
H 0.4358 1.0043 0.2708
H -0.0339 0.0215 0.0556
H -0.0075 -0.0411 -0.1346
H -0.6969 0.1537 0.2469
H -0.0306 -0.0923 -0.0135
H -0.0191 -0.0278 -0.0042
H 0.0743 0.0788 0.1048
H -0.3795 0.5146 -0.1842
H -0.0160 0.0357 0.0278
H -0.5321 0.1531 -0.1214
H -0.6530 -0.0945 0.1682
H -0.4792 0.1355 -0.1165
H 1.0994 -0.2118 -0.3076
H -0.2315 -0.3546 0.4487
H -0.0553 0.0245 -0.5717

strongest force on any atom	0.0910	hartree/bohr
LUMO level	-7.298	eV
E_HOMO	-9.256	eV
charge	+1
gap between HOMO and LUMO	0.0720	Ha
molar mass	1209.25	g mol⁻¹